Density functional theory data (ωB97M-V/def2-TZVPD) for 3 unconnected molecules or ions with the total composition C27H35BN6O3.

XYZ file:
```
72
Properties=species:S:1:pos:R:3:mulliken_charge:R:1
C -0.533 -3.178 -1.905 -0.450
C 0.447 -4.366 -2.055 -0.433
O 1.405 -4.442 -0.996 -0.584
B 0.859 -4.929 0.196 0.891
O 0.416 -6.249 0.262 -0.580
C 0.820 -3.914 1.418 0.127
C 1.785 -2.945 1.416 -0.238
C 1.822 -1.953 2.454 0.359
N 2.866 -0.963 2.378 -0.611
C 0.874 -1.988 3.446 0.195
C 0.836 -0.928 4.559 -1.616
C -0.408 -0.009 4.345 -0.284
C -0.137 1.341 3.682 -0.062
O -1.077 2.093 3.518 -0.572
N 1.188 1.783 3.283 -0.104
C 1.368 1.853 1.858 0.708
C 0.393 1.567 0.907 -0.972
C 0.706 1.633 -0.448 -0.279
C 1.970 1.992 -0.894 -0.758
C 2.945 2.291 0.065 -0.665
C 2.637 2.217 1.404 -0.029
C -0.124 -3.019 3.486 0.628
N -1.012 -3.006 4.524 -0.450
C -1.861 -4.007 4.490 -0.456
C -1.884 -4.981 3.456 -0.327
N -1.075 -5.008 2.420 -0.488
C -0.161 -3.995 2.471 -0.098
H -1.467 -3.538 -1.441 0.289
H -0.126 -2.363 -1.295 0.157
H -0.796 -2.749 -2.882 0.017
H -0.076 -5.334 -2.146 0.306
H 1.005 -4.216 -2.990 0.293
H -0.457 -6.278 -0.153 0.309
H 2.521 -2.929 0.611 0.442
H 3.647 -1.331 2.925 0.284
H 2.566 -0.143 2.901 -0.042
H 1.782 -0.385 4.640 0.742
H 0.706 -1.469 5.509 0.491
H -0.855 0.167 5.337 0.376
H -1.171 -0.551 3.772 0.279
H 1.330 2.709 3.679 0.344
H -0.608 1.258 1.205 0.417
H -0.023 1.390 -1.227 0.408
H 2.204 2.037 -1.959 0.430
H 3.946 2.554 -0.285 0.377
H 3.419 2.439 2.137 0.382
H -2.607 -4.080 5.286 0.401
H -2.637 -5.775 3.524 0.411
C -1.855 -1.074 -6.169 -1.062
C -2.840 -0.218 -5.380 -0.521
C -2.173 0.958 -4.661 -0.414
C -1.231 0.514 -3.637 0.301
N -0.487 0.163 -2.835 -0.440
H -1.115 -1.537 -5.513 0.261
H -2.382 -1.873 -6.690 0.334
H -1.326 -0.476 -6.913 0.316
H -3.369 -0.846 -4.660 0.310
H -3.591 0.178 -6.068 0.332
H -2.939 1.575 -4.188 0.285
H -1.657 1.595 -5.382 0.300
C -0.542 7.404 -0.921 -1.267
C 0.054 6.073 -0.477 -0.493
C 0.389 5.144 -1.647 0.464
C -0.800 4.732 -2.391 0.310
N -1.735 4.412 -2.976 -0.499
H -1.492 7.263 -1.440 0.340
H -0.729 8.042 -0.057 0.364
H 0.139 7.934 -1.591 0.315
H -0.638 5.577 0.207 0.283
H 0.971 6.267 0.084 0.371
H 0.887 4.252 -1.261 -0.537
H 1.095 5.635 -2.321 0.384
```

**LUMO energy**: -0.181 eV
**Structure (SMILES)**: CCOB(O)c1cc(N)c(CCC(=O)Nc2ccccc2)c2nccnc12.CCCC#N.CCCC#N
**Gap between HOMO and LUMO**: 8.36 eV
**Charge**: 0

Density functional theory data (ωB97M-V/def2-TZVPD) for a molecular structure, C5H9BrSi.

XYZ file:
```
16
Properties=species:S:1:pos:R:3:nbo_charge:R:1
C 0.580 -0.572 0.835 -0.663
C -2.229 0.856 1.818 -0.735
C 1.154 0.627 0.216 -0.437
C 0.217 -0.610 -1.926 -0.610
C 1.184 -0.585 -0.640 -0.190
Si -1.260 -0.283 0.971 0.955
Br -1.080 2.193 2.506 0.127
H 0.459 1.408 0.209 0.206
H 1.020 -1.305 1.455 0.243
H 2.006 1.099 0.670 0.212
H 0.344 -1.429 -2.592 0.213
H 0.394 0.345 -2.621 0.198
H -0.769 -0.498 -1.527 0.210
H 2.230 -1.069 -0.764 0.231
H -2.462 1.399 0.761 0.229
H -1.788 -1.576 0.629 -0.190
```

**LUMO energy (alpha / beta)**: 0.585 / -2.328 eV
**Gap between HOMO and LUMO (alpha / beta)**: 6.64 / 7.51 eV
**Charge**: 0
**ΔE to the lowest compared entry with this formula, charge and spin**: 0.713 eV
**Multiplicity**: 3

Density functional theory data (ωB97M-V/def2-TZVPD) for C4H3NO4 in the gas phase.

XYZ file:
```
12
Properties=species:S:1:pos:R:3:nbo_charge:R:1
O 2.188 -0.764 -0.082 -0.523
C 0.961 -0.688 -0.041 0.596
N 0.115 -1.778 -0.044 -0.318
O -1.241 -1.320 0.019 -0.374
C -1.262 0.126 -0.052 0.762
O -2.371 0.569 -0.014 -0.488
C 0.243 0.537 -0.020 -0.056
C 0.663 1.629 0.747 -0.092
O 0.640 1.697 -0.752 -0.409
H 0.250 -2.475 0.884 0.411
H 1.702 1.393 1.203 0.242
H -0.115 2.458 1.045 0.250
```

**LUMO energy**: -0.236 eV
**Structure (SMILES)**: O=C1NOC(=O)[C@@]12CO2
**Gap between HOMO and LUMO**: 10.25 eV
**Charge**: 0
**ΔE to the lowest compared entry with this formula, charge and spin**: 3.419 eV

Density functional theory data (ωB97M-V/def2-TZVPD) for C23H28N4O2 in the gas phase.

XYZ file:
```
57
Properties=species:S:1:pos:R:3:nbo_charge:R:1
C 3.451 -0.404 -4.110 -0.615
C 3.687 -1.482 -3.056 -0.213
N 2.450 -2.063 -2.600 -0.424
C 1.997 -3.302 -2.995 0.774
O 2.565 -4.084 -3.726 -0.656
N 0.765 -3.488 -2.398 -0.411
C -0.001 -4.700 -2.527 -0.212
C 0.126 -5.585 -1.290 -0.613
C 0.454 -2.381 -1.638 0.122
C -0.656 -2.074 -0.873 -0.275
C -0.684 -0.845 -0.222 0.105
N -1.759 -0.424 0.591 -0.470
C -2.614 -1.406 1.226 -0.211
C -3.604 -0.527 1.997 -0.404
C -3.712 0.753 1.145 -0.414
C -2.682 0.553 0.026 -0.216
C 0.415 0.036 -0.321 0.203
N 0.343 1.196 0.452 -0.631
C 1.107 2.319 0.395 0.652
O 1.998 2.504 -0.412 -0.617
C 0.721 3.351 1.404 -0.059
C 0.945 4.685 1.080 -0.194
C 0.600 5.683 1.972 -0.202
C 0.042 5.357 3.195 -0.205
C -0.168 4.028 3.547 -0.002
C -0.750 3.689 4.887 -0.630
C 0.174 3.033 2.644 -0.237
C 1.520 -0.264 -1.109 -0.308
C 1.519 -1.475 -1.772 0.205
H 4.403 0.001 -4.442 0.214
H 2.933 -0.828 -4.967 0.214
H 2.850 0.404 -3.701 0.213
H 4.218 -1.062 -2.196 0.199
H 4.275 -2.302 -3.478 0.236
H 0.394 -5.223 -3.403 0.238
H -1.049 -4.439 -2.707 0.194
H 1.166 -5.866 -1.141 0.218
H -0.221 -5.057 -0.404 0.204
H -0.465 -6.487 -1.416 0.213
H -1.479 -2.765 -0.788 0.220
H -2.024 -2.058 1.871 0.211
H -3.161 -2.025 0.498 0.161
H -4.564 -1.022 2.124 0.211
H -3.208 -0.295 2.985 0.206
H -3.469 1.633 1.739 0.209
H -4.711 0.887 0.737 0.212
H -3.171 0.152 -0.877 0.171
H -2.166 1.473 -0.252 0.210
H -0.415 1.159 1.123 0.421
H 1.389 4.917 0.124 0.233
H 0.768 6.719 1.715 0.215
H -0.226 6.138 3.892 0.210
H -0.894 2.617 4.993 0.213
H -1.709 4.186 5.022 0.220
H -0.087 4.028 5.682 0.222
H 0.038 1.999 2.934 0.207
H 2.336 0.433 -1.179 0.260
```

**LUMO energy**: 0.636 eV
**Structure (SMILES)**: CCn1c(=O)n(CC)c2cc(N3CCCC3)c(NC(=O)c3cccc(C)c3)cc21
**Gap between HOMO and LUMO**: 7.94 eV
**Charge**: 0
**ΔE to the lowest compared entry with this formula, charge and spin**: 0.000 eV

Density functional theory data (ωB97M-V/def2-TZVPD) for a molecular structure, C25H14Cl5O3PTb.

XYZ file:
```
49
Properties=species:S:1:pos:R:3:lowdin_spin:R:1
Tb 0.699 -2.020 0.247 6.105
O 2.183 -1.162 1.530 -0.014
C 2.791 -0.904 0.445 -0.009
O 2.627 -1.675 -0.550 -0.013
C 3.309 0.471 0.185 -0.001
C 4.617 0.912 0.168 0.000
C 4.877 2.223 -0.210 0.000
C 3.846 3.074 -0.579 0.000
C 2.531 2.631 -0.556 0.000
C 2.253 1.327 -0.164 -0.001
P 0.534 0.688 -0.077 -0.018
C -0.329 1.540 -1.427 0.000
C -1.058 2.711 -1.252 -0.001
C -1.644 3.320 -2.354 0.000
C -1.495 2.764 -3.616 0.000
C -0.769 1.594 -3.793 0.000
C -0.191 0.975 -2.697 0.000
C -0.136 1.398 1.460 -0.001
C -1.495 1.190 1.712 0.000
C -2.066 1.680 2.874 0.000
C -1.280 2.363 3.793 0.000
C 0.071 2.559 3.551 0.000
C 0.649 2.077 2.385 0.000
H 5.427 0.252 0.446 0.000
H 5.898 2.580 -0.225 0.000
H 4.063 4.086 -0.894 0.000
H 1.717 3.288 -0.835 0.000
H -1.163 3.138 -0.263 0.000
H -2.215 4.229 -2.221 0.000
H -1.951 3.247 -4.470 0.000
H -0.659 1.170 -4.782 0.000
H 0.382 0.061 -2.812 0.000
H -2.107 0.671 0.982 0.000
H -3.121 1.533 3.063 0.000
H -1.726 2.743 4.703 0.000
H 0.679 3.089 4.271 0.000
H 1.705 2.225 2.198 0.000
Cl -5.082 -6.500 -0.095 0.000
C -3.537 -5.763 -0.054 0.000
C -3.427 -4.377 -0.035 0.000
Cl -4.816 -3.376 -0.059 0.000
C -2.161 -3.812 -0.001 0.000
Cl -1.970 -2.071 0.049 -0.019
C -0.979 -4.556 0.015 -0.001
O 0.198 -3.957 0.059 -0.023
C -1.117 -5.952 -0.009 0.000
Cl 0.316 -6.888 -0.001 0.000
C -2.375 -6.545 -0.039 0.000
Cl -2.504 -8.250 -0.067 0.000
```

**LUMO energy (alpha / beta)**: -3.450 / -3.008 eV
**Gap between HOMO and LUMO (alpha / beta)**: 7.95 / 8.40 eV
**Charge**: +1
**Multiplicity**: 7

Density functional theory data (ωB97M-V/def2-TZVPD) for 2 unconnected molecules or ions with the total composition C3H4N2O2.

XYZ file:
```
11
Properties=species:S:1:pos:R:3:nbo_charge:R:1
N 1.211 1.330 -0.044 -0.812
C 0.428 0.195 -0.072 0.323
C 0.170 -0.525 1.229 0.367
O -0.587 -1.459 1.289 -0.445
C -2.282 -0.870 -0.433 0.491
O -2.526 -1.756 -1.110 -0.543
N -0.233 -0.236 -1.069 -0.628
H 1.742 1.491 -0.888 0.396
H 1.740 1.513 0.795 0.386
H 0.625 -0.102 2.147 0.114
H -0.288 0.420 -1.844 0.352
```

**LUMO energy**: -0.207 eV
**Gap between HOMO and LUMO**: 9.16 eV
**Charge**: 0
**ΔE to the lowest compared entry with this formula, charge and spin**: 2.876 eV

charge of number 5 (C25H14Cl5O3PTb)? +1